{
  "formula": "C4H11BiClIY",
  "method": "ωB97M-V/def2-TZVPD",
  "e_tot_ev": -31832.7893,
  "multiplicity": 1,
  "homo_ev": [-3.0, -3.0],
  "charge": -1,
  "species": ["C", "I", "H", "Y", "H", "H", "Bi", "H", "H", "H", "C", "Cl", "H", "H", "H", "H", "C", "H", "C"],
  "coordinates": [[-0.600, -0.923, -2.979], [-2.028, -2.488, 3.239], [0.610, 0.912, 2.972], [0.559, -1.879, 2.215], [-1.622, -0.910, -2.574], [-0.559, -0.317, -3.891], [0.508, 0.014, -1.215], [0.080, -0.094, 4.339], [-0.164, 2.489, -1.492], [-0.300, -1.971, -3.202], [0.671, 2.083, -2.104], [2.643, -3.122, 2.120], [0.407, 2.186, -3.172], [-1.068, 0.995, 0.780], [1.605, 2.635, -1.862], [-1.981, -0.212, -0.249], [0.775, -0.049, 3.488], [1.801, -0.048, 3.895], [-1.337, 0.700, -0.307]]
}

***

{
  "formula": "C5H34NO14",
  "method": "ωB97M-V/def2-TZVPD",
  "e_tot_ev": -35893.5348,
  "multiplicity": 1,
  "homo_ev": -6.4,
  "charge": -1,
  "de_lowest_ev": 3.815,
  "species": ["O", "C", "O", "H", "O", "N", "H", "C", "H", "H", "O", "H", "H", "H", "O", "H", "H", "H", "H", "C", "H", "C", "H", "H", "H", "O", "H", "H", "H", "H", "O", "H", "H", "O", "H", "O", "O", "H", "H", "H", "H", "H", "O", "C", "H", "O", "H", "H", "H", "H", "H", "O", "H", "O"],
  "coordinates": [[0.111, -3.973, -1.730], [0.541, -1.086, 1.077], [0.436, 2.241, 0.461], [1.448, -0.058, -0.702], [2.908, 2.170, 0.953], [2.420, -0.296, 3.740], [0.462, -4.239, -0.904], [1.832, -1.560, 3.359], [2.714, 1.619, 0.194], [0.861, -1.930, 3.868], [1.736, 1.088, -2.792], [3.314, 0.265, -1.558], [-0.370, 2.103, -0.101], [2.882, 0.152, 2.970], [-1.013, 0.690, -4.067], [-0.352, -1.660, 1.272], [-2.119, -3.105, 3.092], [0.932, -1.973, -0.946], [-1.880, 0.828, -3.661], [-0.679, -0.759, -0.953], [-3.798, 0.882, -1.934], [1.781, -1.638, 1.751], [1.984, -2.770, 1.482], [-0.045, 2.030, 2.448], [2.411, -2.492, 3.582], [4.020, -0.362, -1.817], [-2.750, -1.117, -2.210], [-0.785, 1.996, 3.628], [-2.449, 0.967, -0.956], [-3.085, -1.327, -3.623], [-1.742, 3.010, -2.730], [3.704, -0.723, -2.601], [1.652, 0.362, 4.065], [-3.223, 1.424, -1.412], [-3.285, 1.237, 1.836], [0.151, 2.032, 3.358], [-1.352, -1.566, -1.668], [-1.554, -2.179, 2.092], [0.857, 2.938, -0.010], [-1.586, 3.519, -1.963], [2.784, -1.364, 1.453], [-2.575, 2.458, -2.421], [-1.727, -3.102, 2.233], [0.764, -0.983, -0.453], [0.215, -0.091, 1.469], [-1.174, 0.339, -0.640], [-0.344, -3.090, -1.712], [-3.336, 2.629, 2.173], [1.912, 0.727, -3.635], [2.497, 1.620, 1.681], [1.026, 1.743, -2.873], [-3.461, -0.959, -2.822], [-0.634, 1.540, -3.944], [-3.037, 1.792, 2.598]]
}

***

{
  "formula": "C3H5IO3",
  "method": "ωB97M-V/def2-TZVPD",
  "e_tot_ev": -17433.3791,
  "multiplicity": 1,
  "homo_ev": -9.8,
  "de_lowest_ev": 1.109,
  "species": ["H", "O", "H", "H", "I", "C", "O", "O", "H", "H", "C", "C"],
  "coordinates": [[-0.002, 0.939, -1.992], [-2.607, 0.120, -1.199], [-2.152, 2.024, -0.502], [1.220, -1.762, 1.250], [2.029, -2.927, 2.010], [-0.856, -1.404, -2.955], [-0.907, -0.654, -3.817], [-0.023, -0.340, -0.422], [-0.110, -1.059, -1.097], [0.044, 1.846, -0.479], [-1.906, 1.055, -0.962], [-0.347, 0.934, -0.967]]
}

***

{
  "formula": "C19H19N2",
  "method": "ωB97M-V/def2-TZVPD",
  "e_tot_ev": -22985.4593,
  "multiplicity": 1,
  "homo_ev": -11.2,
  "charge": 1,
  "smiles": "Cc1[nH+]ccn1[C@H](/C=C/c1ccccc1)c1ccccc1",
  "de_lowest_ev": 0.392,
  "species": ["C", "H", "C", "H", "C", "H", "N", "C", "C", "C", "C", "H", "C", "C", "C", "H", "H", "C", "H", "H", "H", "C", "C", "H", "C", "H", "C", "N", "H", "H", "H", "C", "H", "H", "H", "H", "C", "C", "C", "H"],
  "coordinates": [[-0.455, -1.768, 2.256], [2.347, -3.230, 1.536], [-1.673, -1.741, 3.087], [-2.157, -2.729, 3.033], [-0.867, -1.205, -4.061], [-1.372, -1.574, 4.133], [0.454, -2.719, 2.458], [-0.245, 0.346, -0.738], [1.324, 0.338, -4.843], [0.881, 0.390, -3.517], [-0.958, 1.589, 2.798], [-2.367, -0.964, 2.765], [-0.212, -0.413, -3.091], [-0.427, -1.259, -5.379], [-0.637, 2.654, 3.649], [-1.809, 0.939, 3.032], [-1.727, 0.086, 0.794], [0.686, -0.497, -5.777], [1.801, -1.015, 0.052], [0.385, -3.426, 3.185], [-1.489, -1.179, -1.512], [0.837, 2.214, 1.317], [-0.694, -0.456, -1.722], [-1.213, 2.796, 4.565], [-0.241, 1.377, 1.618], [1.368, 1.069, -2.814], [1.120, 3.313, 2.135], [-0.035, -1.005, 1.243], [0.470, 1.133, -0.980], [2.147, 0.979, -5.175], [0.637, 4.364, 3.960], [1.503, -2.570, 1.565], [-1.752, -1.765, -3.754], [-0.966, -1.864, -6.113], [1.437, 2.036, 0.424], [1.014, -0.509, -6.820], [0.396, 3.530, 3.304], [-0.642, 0.207, 0.713], [1.218, -1.472, 0.832], [1.912, 3.998, 1.844]]
}

***

{
  "formula": "C19H13Cl5N5O3S2V",
  "method": "ωB97M-V/def2-TZVPD",
  "e_tot_ev": -143481.2556,
  "multiplicity": 3,
  "homo_ev": [-8.3, -8.3],
  "s_squared": 2.013,
  "de_lowest_ev": 0.000,
  "species": ["C", "H", "C", "C", "Cl", "H", "O", "H", "C", "C", "H", "C", "H", "N", "H", "S", "H", "O", "C", "C", "C", "N", "S", "H", "C", "C", "V", "N", "O", "H", "N", "H", "C", "H", "H", "C", "Cl", "Cl", "N", "C", "H", "C", "C", "C", "Cl", "Cl", "C", "C"],
  "coordinates": [[-0.587, -3.051, 1.344], [-5.216, -2.953, 1.508], [-0.441, 0.610, -2.009], [-0.027, 2.785, 1.930], [2.606, 5.586, 3.025], [5.064, -1.557, -1.077], [0.114, 0.416, 1.859], [-1.931, -1.550, -4.765], [-0.440, 2.591, -3.420], [-1.513, -0.931, -3.988], [0.541, 2.850, -3.030], [2.552, 2.880, 2.946], [-3.043, -4.112, 1.884], [-0.683, 1.167, -3.226], [-5.196, -0.636, 0.572], [4.188, -2.836, 0.782], [-1.189, 3.187, -2.900], [0.012, 1.290, -1.039], [-4.283, -2.457, 1.275], [0.665, 1.585, 2.130], [5.251, -1.620, -0.009], [-0.666, -0.678, -1.766], [2.351, -0.763, -0.436], [-1.392, 0.847, -5.157], [-1.272, -1.528, -2.670], [-3.078, -3.106, 1.491], [0.070, -0.451, 0.184], [1.666, -2.894, 1.119], [-1.553, -2.677, -2.379], [-0.459, -4.037, 1.781], [0.419, -2.370, 0.955], [5.134, -0.641, 0.449], [0.565, 4.013, 2.200], [-0.476, 2.805, -4.485], [6.266, -1.980, 0.156], [-1.224, 0.359, -4.206], [-0.310, 5.467, 1.924], [4.146, 2.934, 3.591], [-1.903, -1.191, 0.685], [-4.278, -1.175, 0.755], [-3.000, 0.425, 0.068], [2.583, -2.185, 0.526], [-3.060, -0.578, 0.471], [1.957, 1.655, 2.675], [2.765, 0.181, 3.031], [-1.656, 2.699, 1.372], [1.864, 4.067, 2.699], [-1.904, -2.442, 1.175]]
}

***

{
  "formula": "C6H12",
  "method": "ωB97M-V/def2-TZVPD",
  "e_tot_ev": -6416.0099,
  "multiplicity": 1,
  "homo_ev": -9.6,
  "smiles": "C[C@H]1CC1(C)C",
  "de_lowest_ev": 0.931,
  "species": ["H", "H", "C", "C", "H", "H", "H", "C", "H", "H", "H", "H", "C", "H", "C", "C", "H", "H"],
  "coordinates": [[0.017, -1.595, 1.765], [-1.378, -0.905, -0.913], [-0.818, -0.642, -0.014], [-1.084, 0.755, 0.481], [1.690, 1.618, 0.755], [1.460, 0.019, 1.475], [-1.000, 0.928, 1.554], [-0.645, -1.817, 0.921], [0.825, 0.106, -2.289], [2.341, 0.186, -0.052], [-1.858, 1.348, 0.000], [-1.614, -2.122, 1.333], [0.329, 0.893, -1.706], [0.929, 1.806, -1.799], [0.194, 0.453, -0.259], [1.489, 0.563, 0.525], [-0.649, 1.083, -2.163], [-0.228, -2.679, 0.387]]
}

***

{
  "formula": "C16H44N4NiO4",
  "method": "ωB97M-V/def2-TZVPD",
  "e_tot_ev": -72485.5775,
  "multiplicity": 3,
  "homo_ev": [-15.6, -15.6],
  "charge": 2,
  "s_squared": 2.004,
  "de_lowest_ev": 0.011,
  "species": ["H", "C", "O", "C", "C", "H", "H", "H", "H", "H", "H", "N", "C", "N", "H", "H", "H", "H", "N", "H", "O", "H", "H", "H", "H", "C", "C", "C", "H", "H", "H", "N", "H", "H", "C", "H", "H", "H", "H", "H", "C", "H", "C", "H", "H", "C", "O", "Ni", "C", "H", "H", "H", "H", "H", "C", "H", "H", "H", "H", "H", "H", "H", "C", "H", "O", "H", "C", "C", "H"],
  "coordinates": [[3.937, -3.023, -0.365], [1.257, -1.540, -4.108], [-0.146, 1.952, 1.781], [1.012, 1.575, -2.056], [0.465, 0.170, 3.271], [0.571, -2.381, -4.017], [2.486, -0.520, 3.779], [-3.874, -1.358, 2.124], [1.740, 0.333, 4.999], [-2.309, 2.653, 0.986], [1.659, -3.036, -1.779], [1.074, 1.026, -0.645], [1.817, 2.862, -2.147], [0.304, -0.708, 2.085], [-1.508, -1.962, -1.317], [2.868, 2.668, -1.919], [-0.910, -3.821, -2.182], [1.358, 1.857, -0.126], [-2.021, 1.450, -0.808], [-3.567, 1.133, 2.201], [-2.294, -0.252, 1.340], [-2.720, 1.027, -1.416], [1.823, -3.904, -0.319], [1.865, 0.397, -0.546], [2.680, 0.302, -2.822], [3.609, -1.977, -0.346], [0.829, 1.527, 2.756], [1.642, 0.592, -3.044], [-0.130, -2.843, 0.670], [1.777, 1.592, 2.191], [2.254, -1.895, -3.832], [-0.680, -1.513, -0.930], [3.827, -1.447, -1.274], [-0.065, -1.585, 2.457], [-0.043, -2.813, -0.414], [-4.846, 2.773, 0.539], [-1.755, 2.313, -1.277], [-0.669, 3.729, 0.771], [-0.138, -4.906, -1.017], [4.158, -1.578, 0.508], [-0.723, -3.992, -1.120], [1.761, 1.108, -4.012], [1.490, -0.401, 4.224], [-0.019, 1.749, -2.339], [-3.796, 3.757, -0.476], [-2.803, -1.443, 1.938], [2.212, -1.936, -0.056], [-0.537, 0.082, 0.304], [1.461, -2.945, -0.705], [1.211, -1.333, 4.708], [-2.621, -2.279, 1.262], [-0.433, 0.403, 3.855], [-0.130, -1.303, -1.776], [1.424, 3.679, -1.540], [-2.846, 1.952, 0.353], [1.820, 3.247, -3.168], [-1.699, -4.217, -0.681], [1.018, 3.538, 1.019], [0.021, 3.960, 2.362], [-2.375, -1.624, 2.927], [-4.219, 0.319, 0.803], [1.253, -0.987, 1.821], [-3.307, 0.767, 1.206], [-4.481, 2.363, -1.116], [0.780, -0.496, -3.263], [0.967, 2.267, 3.551], [0.044, 3.311, 1.483], [-4.029, 2.728, -0.187], [1.218, -1.147, -5.128]]
}

***

{
  "formula": "C7H8N2O2",
  "method": "ωB97M-V/def2-TZVPD",
  "e_tot_ev": -14455.5229,
  "multiplicity": 1,
  "homo_ev": -8.8,
  "smiles": "Cc1ccc([N+](=O)[O-])cc1N",
  "de_lowest_ev": 8.936,
  "species": ["C", "N", "H", "C", "H", "C", "O", "C", "C", "C", "H", "H", "H", "O", "C", "H", "N", "H", "H"],
  "coordinates": [[0.840, 0.924, -0.208], [3.301, 0.154, 0.078], [-2.903, -0.178, 1.212], [1.345, -1.422, 0.146], [-2.764, -1.680, 0.123], [-2.578, -0.658, 0.304], [4.128, -0.715, -0.878], [0.001, -1.576, 0.143], [-1.065, -0.586, -0.027], [1.756, -0.128, -0.068], [1.198, 2.000, -0.353], [-3.205, -0.132, -0.551], [1.875, -2.329, 0.376], [3.662, 1.363, 0.924], [-0.529, 0.731, -0.224], [-0.974, 2.852, -0.315], [-1.349, 1.865, -0.426], [-2.387, 2.079, -0.368], [-0.352, -2.564, 0.112]]
}

***

Quick rundown of max |F|, same order as above: 2.00 4.02 2.63 1.67 0.25 0.20 2.38 8.98 eV/A